ORCA calculation (the ωB97M-V functional and the def2-TZVPD basis) on C23H19N6O4SSc as an isolated structure.

```
! wB97M-V def2-TZVPD RIJCOSX def2/J DEFGRID3
* xyz 2 1
Sc 0.30 0.14 -0.74
N 2.23 0.24 3.16
C 1.32 -0.25 4.14
C 1.80 -0.83 5.31
C 0.89 -1.35 6.23
C -0.47 -1.32 5.96
C -0.94 -0.76 4.78
C -0.04 -0.21 3.88
S -0.57 0.66 2.44
N 0.73 0.27 1.39
C 1.95 0.25 1.86
C 3.05 0.22 0.85
C 4.38 0.17 1.17
C 5.33 0.17 0.15
C 4.89 0.21 -1.16
C 3.53 0.24 -1.41
N 2.62 0.25 -0.43
H 3.20 0.28 3.44
H 2.86 -0.87 5.50
H 1.26 -1.78 7.14
H -1.16 -1.72 6.68
H -2.00 -0.74 4.57
H 4.72 0.12 2.20
H 6.38 0.13 0.38
H 5.59 0.21 -1.99
H 3.15 0.26 -2.42
O -1.23 -1.21 -0.58
C -2.45 -0.98 -0.43
C -3.08 0.29 -0.42
C -4.47 0.32 -0.23
C -5.11 1.53 -0.22
C -4.42 2.73 -0.39
C -3.06 2.72 -0.58
C -2.36 1.51 -0.60
O -1.05 1.50 -0.78
N -6.58 1.56 -0.01
O -7.13 0.50 0.14
O -7.10 2.65 -0.01
H -3.10 -1.85 -0.31
H -5.04 -0.59 -0.10
H -4.98 3.66 -0.37
H -2.51 3.64 -0.71
C 0.68 -2.26 -5.91
N 0.73 -1.23 -4.87
C 0.86 0.12 -5.09
C 0.81 0.72 -3.87
N 0.66 -0.26 -2.90
C 0.61 -1.42 -3.56
H 1.58 -2.21 -6.51
H -0.20 -2.11 -6.54
H 0.62 -3.23 -5.43
H 0.96 0.54 -6.08
H 0.87 1.76 -3.63
H 0.48 -2.39 -3.11
*
```

The value obtained for the HOMO energy is -13.6 eV. Its frontier orbital gap is 6.84 eV. The value obtained for the energy relative to the best compared isomer or geometry (same formula, charge and spin) is 0.000 eV.

ORCA calculation (the ωB97M-V functional and the def2-TZVPD basis) on C23H20AsCuN3O5 as an isolated structure.

```
! wB97M-V def2-TZVPD RIJCOSX def2/J DEFGRID3
* xyz 0 2
Cu -0.04 -0.22 -0.22
C -1.46 2.70 -3.40
C -2.25 3.55 -2.65
C -2.26 3.43 -1.27
C -1.47 2.46 -0.68
N -0.68 1.66 -1.40
C -0.68 1.77 -2.72
C -1.47 2.21 0.80
C -2.28 2.90 1.68
C -2.26 2.55 3.02
C -1.44 1.52 3.44
C -0.65 0.88 2.51
N -0.66 1.24 1.22
C 0.22 -0.30 2.84
C 0.46 -0.72 4.14
C 1.23 -1.85 4.34
C 1.73 -2.54 3.25
C 1.45 -2.04 1.98
N 0.73 -0.94 1.79
H -1.44 2.74 -4.48
H -2.87 4.29 -3.14
H -2.89 4.08 -0.68
H -0.05 1.07 -3.26
H -2.94 3.68 1.34
H -2.90 3.06 3.72
H -1.44 1.21 4.48
H 0.06 -0.18 4.99
H 1.42 -2.21 5.35
H 2.31 -3.44 3.37
H 1.78 -2.55 1.08
O -3.60 -4.89 -1.65
C -2.90 -3.95 -1.38
C -1.37 -3.93 -1.38
O -0.63 -4.87 -1.57
C -1.03 -2.56 -1.03
C -2.14 -1.81 -0.71
O -2.01 -0.59 -0.28
C -3.37 -2.56 -0.97
O -4.51 -2.16 -0.92
O 0.18 -2.04 -0.96
C 2.91 1.47 -2.28
As 2.35 -0.03 -1.18
C 3.91 -0.14 -0.01
C 2.77 -1.48 -2.40
H 3.97 1.38 -2.50
H 2.73 2.42 -1.77
H 2.35 1.47 -3.21
H 4.81 -0.05 -0.62
H 3.91 -1.09 0.50
H 3.88 0.66 0.73
H 3.79 -1.36 -2.76
H 2.07 -1.47 -3.23
H 2.66 -2.43 -1.88
*
```

The value obtained for the HOMO energy (spin up / spin down) is -6.9 / -6.8 eV. Its expectation value of S² is 0.753. Its frontier orbital gap (spin up / spin down) is 6.11 / 6.03 eV. The value obtained for the energy relative to the best compared isomer or geometry (same formula, charge and spin) is 0.093 eV.

ORCA calculation (the ωB97M-V functional and the def2-TZVPD basis) on C23H20BeGeNOS as an isolated structure in a non-equilibrium geometry.

```
! wB97M-V def2-TZVPD RIJCOSX def2/J DEFGRID3
* xyz -1 1
Be 0.00 0.00 0.00
O 1.27 -1.13 0.00
N 0.75 -2.41 -0.10
C 1.60 -3.48 -0.18
C 1.05 -4.81 -0.28
C -0.28 -4.97 -0.29
C -1.15 -3.80 -0.20
C -0.66 -2.54 -0.11
S -1.73 -1.13 0.00
H 2.66 -3.27 -0.16
H 1.73 -5.65 -0.34
H -0.75 -5.94 -0.36
H -2.22 -3.96 -0.21
C 0.28 -4.49 3.72
C 1.26 -3.96 2.88
C 1.18 -2.63 2.45
C 0.10 -1.83 2.87
C -0.88 -2.37 3.71
C -0.79 -3.70 4.13
Ge 0.00 0.00 2.27
C 1.53 1.00 2.87
C 1.69 2.33 2.45
C 2.80 3.07 2.88
C 3.75 2.49 3.72
C 3.60 1.16 4.13
C 2.49 0.42 3.71
C -1.64 0.83 2.87
C -1.61 1.95 3.71
C -2.80 2.54 4.13
C -4.03 2.01 3.72
C -4.06 0.89 2.88
C -2.87 0.30 2.45
H 0.35 -5.52 4.05
H 2.09 -4.58 2.56
H 1.94 -2.23 1.81
H -1.72 -1.76 4.04
H -1.55 -4.11 4.78
H 0.96 2.80 1.81
H 2.92 4.10 2.56
H 4.61 3.06 4.05
H 4.34 0.71 4.78
H 2.38 -0.61 4.04
H -0.67 2.37 4.04
H -2.78 3.40 4.78
H -4.96 2.46 4.05
H -5.01 0.48 2.56
H -2.90 -0.57 1.81
H 0.00 1.43 0.00
*
```

The value obtained for the HOMO energy (spin up / spin down) is -1.8 / -1.8 eV. Its frontier orbital gap (spin up / spin down) is 4.37 / 4.37 eV. The value obtained for the energy relative to the best compared isomer or geometry (same formula, charge and spin) is 1.259 eV.

ORCA calculation (the ωB97M-V functional and the def2-TZVPD basis) on C23H20BrCoN8O3SSe as an isolated structure.

```
! wB97M-V def2-TZVPD RIJCOSX def2/J DEFGRID3
* xyz 1 2
Co -0.25 0.37 0.04
Se -1.53 -1.72 7.20
N -0.41 -0.53 6.45
C -0.64 -0.54 5.17
C 0.10 0.29 4.21
C 1.13 1.15 4.58
C 1.78 1.87 3.60
C 1.40 1.70 2.27
N 0.42 0.87 1.90
C -0.22 0.19 2.87
C -1.30 -0.69 2.40
N -1.53 -0.66 1.08
C -2.45 -1.49 0.59
C -3.19 -2.34 1.40
C -2.97 -2.35 2.76
C -1.99 -1.50 3.27
C -1.67 -1.43 4.71
N -2.27 -2.15 5.61
H 1.40 1.24 5.62
H 2.58 2.55 3.84
H 1.90 2.24 1.49
H -2.59 -1.46 -0.48
H -3.93 -2.99 0.95
H -3.52 -3.00 3.42
O 2.86 5.20 -2.19
C 2.18 4.14 -1.72
C 0.82 4.17 -1.41
C 0.24 3.01 -0.95
N 0.90 1.84 -0.79
C 2.21 1.86 -1.05
Br 3.26 0.36 -0.65
C 2.89 2.96 -1.54
H 2.28 5.97 -2.27
H 0.23 5.07 -1.52
H -0.82 2.98 -0.72
H 3.94 2.92 -1.74
C -1.27 -0.92 -5.14
N -1.80 -0.55 -3.84
C -1.42 0.52 -3.16
N -0.62 1.39 -3.77
S -2.08 0.79 -1.58
H -1.73 -1.86 -5.45
H -0.19 -1.07 -5.07
H -1.50 -0.16 -5.88
H -2.40 -1.19 -3.34
H -0.05 1.09 -4.54
H -0.24 2.13 -3.20
O 1.05 -0.69 -2.78
C 1.02 -1.54 -1.91
C 1.51 -2.97 -2.10
C 1.10 -3.67 -0.82
C 0.63 -2.53 0.07
O 0.36 -2.65 1.25
N 0.56 -1.35 -0.63
H 2.59 -2.92 -2.24
H 1.09 -3.38 -3.02
H 1.89 -4.23 -0.32
H 0.26 -4.36 -0.96
*
```

The value obtained for the HOMO energy (spin up / spin down) is -11.0 / -11.2 eV. Its expectation value of S² is 0.874. Its frontier orbital gap (spin up / spin down) is 7.93 / 8.08 eV.

ORCA calculation (the ωB97M-V functional and the def2-TZVPD basis) on C23H20Cl2N4O6Ti as an isolated structure.

```
! wB97M-V def2-TZVPD RIJCOSX def2/J DEFGRID3
* xyz 1 2
Ti -0.20 -0.10 0.00
Cl -2.00 3.25 -3.09
C -2.46 1.60 -3.03
C -3.41 1.11 -3.94
C -3.80 -0.20 -3.92
Cl -4.97 -0.77 -5.06
C -3.25 -1.10 -2.97
C -3.57 -2.47 -2.85
C -2.96 -3.22 -1.89
C -2.03 -2.62 -1.03
N -1.71 -1.34 -1.10
C -2.30 -0.59 -2.07
C -1.89 0.77 -2.10
O -0.97 1.12 -1.20
H -3.84 1.79 -4.67
H -4.29 -2.91 -3.53
H -3.17 -4.27 -1.77
H -1.53 -3.20 -0.26
C 0.69 3.26 1.92
C 1.58 2.53 0.98
N 1.37 1.32 0.48
C 2.44 1.04 -0.35
C 3.31 2.08 -0.33
N 2.75 3.00 0.51
C 4.61 2.41 -0.99
O 5.11 1.51 -1.80
O 5.13 3.46 -0.73
C 2.44 -0.24 -1.12
O 3.37 -0.53 -1.84
O 1.37 -0.94 -0.92
H -0.34 2.92 1.78
H 0.73 4.33 1.73
H 0.99 3.08 2.95
H 3.19 3.90 0.71
H 4.53 0.70 -1.89
O 0.18 -1.86 1.16
C -0.38 -2.40 2.38
C 0.15 -1.66 3.59
C 0.08 -0.13 3.43
C -1.28 0.36 3.03
C -2.20 0.77 3.98
C -3.46 1.18 3.60
C -3.78 1.19 2.25
C -2.82 0.77 1.35
N -1.59 0.37 1.71
H 0.97 -2.33 0.86
H -0.15 -3.46 2.43
H -1.46 -2.28 2.28
H 1.18 -1.94 3.79
H -0.44 -1.97 4.45
H 0.82 0.19 2.69
H 0.36 0.33 4.38
H -1.91 0.75 5.03
H -4.18 1.50 4.34
H -4.75 1.50 1.89
H -3.03 0.77 0.29
*
```

The value obtained for the HOMO energy (spin up / spin down) is -11.1 / -11.1 eV. Its expectation value of S² is 0.753. Its frontier orbital gap (spin up / spin down) is 7.76 / 7.77 eV. The value obtained for the energy relative to the best compared isomer or geometry (same formula, charge and spin) is 0.207 eV.

ORCA calculation (the ωB97M-V functional and the def2-TZVPD basis) on C23H20ClF5OPPdTe as an isolated structure in a non-equilibrium geometry.

```
! wB97M-V def2-TZVPD RIJCOSX def2/J DEFGRID3
* xyz 1 5
C 1.71 2.91 2.88
C 1.26 2.84 1.52
C -0.16 2.86 1.54
H 1.91 2.81 0.67
C -0.60 2.99 2.89
C 0.55 3.04 3.72
H 0.52 3.02 4.80
H 2.75 2.86 3.16
H -0.80 2.81 0.66
H -1.62 2.90 3.24
Pd 0.57 1.28 2.68
Cl -1.58 -0.41 2.54
P -0.47 -0.49 -0.80
C -1.86 0.19 -1.80
C -1.77 0.51 -3.17
H -0.83 0.37 -3.71
C -2.89 1.00 -3.84
H -2.81 1.24 -4.90
C -4.10 1.19 -3.16
H -4.97 1.58 -3.69
C -4.18 0.89 -1.79
H -5.12 1.02 -1.26
C -3.07 0.40 -1.11
H -3.09 0.19 -0.03
C 0.92 -0.30 -2.00
C 1.57 0.95 -2.01
H 1.22 1.75 -1.34
C 2.63 1.18 -2.88
H 3.13 2.15 -2.89
C 3.07 0.16 -3.74
H 3.90 0.34 -4.43
C 2.43 -1.08 -3.72
H 2.76 -1.88 -4.39
C 1.36 -1.32 -2.85
H 0.88 -2.30 -2.84
C -0.80 -2.29 -0.94
C -1.76 -2.86 -1.79
H -2.38 -2.23 -2.44
C -1.93 -4.25 -1.82
H -2.67 -4.69 -2.49
C -1.15 -5.07 -0.99
H -1.29 -6.15 -1.02
C -0.21 -4.50 -0.13
H 0.41 -5.14 0.51
C -0.04 -3.12 -0.09
H 0.66 -2.65 0.61
F 2.40 -0.98 6.90
Te 2.50 0.68 5.99
F 4.25 0.43 5.28
F 2.79 2.53 5.48
F 0.95 1.43 6.87
F 3.43 1.17 7.59
O 1.63 0.07 4.48
*
```

The value obtained for the HOMO energy (spin up / spin down) is -10.9 / -13.1 eV. Its expectation value of S² is 6.020. Its frontier orbital gap (spin up / spin down) is 7.84 / 4.97 eV. The value obtained for the energy relative to the best compared isomer or geometry (same formula, charge and spin) is 0.000 eV.

ORCA calculation (the ωB97M-V functional and the def2-TZVPD basis) on C23H20ClF5OPTeTi as an isolated structure in a non-equilibrium geometry.

```
! wB97M-V def2-TZVPD RIJCOSX def2/J DEFGRID3
* xyz 0 2
C -0.89 -1.64 3.49
C -0.75 -1.95 2.09
C 0.64 -2.16 1.83
H -1.57 -2.13 1.39
C 1.36 -2.01 3.06
C 0.41 -1.65 4.08
H 0.64 -1.54 5.14
H -1.84 -1.53 4.00
H 1.07 -2.49 0.87
H 2.42 -2.20 3.21
Ti 0.40 -0.01 2.49
Cl 2.46 0.77 2.05
P 0.13 0.02 -0.46
C 1.32 -1.06 -1.38
C 1.01 -1.79 -2.54
H 0.00 -1.77 -2.96
C 2.00 -2.55 -3.17
H 1.75 -3.11 -4.07
C 3.30 -2.59 -2.67
H 4.07 -3.17 -3.18
C 3.61 -1.88 -1.51
H 4.62 -1.91 -1.10
C 2.63 -1.12 -0.87
H 2.88 -0.57 0.04
C -1.49 -0.42 -1.22
C -1.89 -1.77 -1.21
H -1.19 -2.55 -0.89
C -3.17 -2.13 -1.62
H -3.48 -3.17 -1.54
C -4.05 -1.16 -2.12
H -5.05 -1.46 -2.46
C -3.64 0.17 -2.19
H -4.31 0.92 -2.60
C -2.38 0.55 -1.71
H -2.08 1.60 -1.74
C 0.48 1.65 -1.19
C 1.00 1.83 -2.48
H 1.25 0.96 -3.09
C 1.19 3.11 -2.99
H 1.58 3.24 -4.00
C 0.88 4.24 -2.22
H 1.03 5.24 -2.62
C 0.38 4.07 -0.92
H 0.14 4.94 -0.31
C 0.18 2.79 -0.40
H -0.20 2.67 0.61
F 0.64 1.12 4.30
Te -1.09 2.21 4.19
F -2.86 2.96 3.76
F -1.81 0.71 5.20
F -0.55 3.03 5.89
F -0.07 3.57 3.22
O -1.13 1.14 2.55
*
```

The value obtained for the HOMO energy (spin up / spin down) is -8.0 / -9.4 eV. Its expectation value of S² is 0.757. Its frontier orbital gap (spin up / spin down) is 6.50 / 7.53 eV.

ORCA calculation (the ωB97M-V functional and the def2-TZVPD basis) on C23H20ClNO3PZr as an isolated structure in a non-equilibrium geometry.

```
! wB97M-V def2-TZVPD RIJCOSX def2/J DEFGRID3
* xyz 1 1
C 1.20 3.20 2.40
C 1.62 2.13 1.50
C 1.42 2.56 0.15
H 2.15 1.22 1.83
C 0.88 3.92 0.18
C 0.67 4.27 1.58
H 0.32 5.24 1.95
H 1.41 3.27 3.48
H 1.71 2.02 -0.76
H 0.86 4.59 -0.72
Zr -0.87 2.31 1.71
Cl -2.55 2.71 0.08
P -0.27 -0.40 -0.10
C 0.36 -0.11 -1.81
C 1.29 -0.95 -2.43
H 1.73 -1.79 -1.91
C 1.66 -0.68 -3.75
H 2.43 -1.30 -4.21
C 1.09 0.38 -4.46
H 1.40 0.58 -5.50
C 0.13 1.19 -3.84
H -0.32 2.02 -4.38
C -0.22 0.97 -2.50
H -0.95 1.63 -2.03
C 0.95 -1.51 0.68
C 2.33 -1.17 0.62
H 2.68 -0.29 0.08
C 3.27 -2.02 1.21
H 4.32 -1.75 1.20
C 2.86 -3.20 1.86
H 3.60 -3.85 2.35
C 1.50 -3.51 1.94
H 1.16 -4.39 2.47
C 0.54 -2.67 1.37
H -0.52 -2.92 1.42
C -1.76 -1.43 -0.38
C -1.92 -2.28 -1.48
H -1.16 -2.33 -2.26
C -3.07 -3.08 -1.57
H -3.19 -3.74 -2.41
C -4.07 -3.00 -0.60
H -4.97 -3.63 -0.69
C -3.92 -2.12 0.47
H -4.71 -2.02 1.23
C -2.77 -1.34 0.60
H -2.68 -0.68 1.45
O -0.73 4.31 4.65
N -1.28 4.06 3.56
O -2.26 4.76 3.19
O -1.34 0.81 2.61
*
```

The value obtained for the HOMO energy (spin up / spin down) is -11.8 / -11.7 eV. Its frontier orbital gap (spin up / spin down) is 3.78 / 3.69 eV. The value obtained for the energy relative to the best compared isomer or geometry (same formula, charge and spin) is 0.000 eV.

ORCA calculation (the ωB97M-V functional and the def2-TZVPD basis) on C23H20KN6O2S2 as an isolated structure.

```
! wB97M-V def2-TZVPD RIJCOSX def2/J DEFGRID3
* xyz -1 1
K -1.25 0.15 -1.36
N -4.03 2.39 2.35
C -3.07 2.06 1.42
S -3.63 1.87 -0.20
N -1.86 1.98 1.94
N -0.89 1.69 1.04
C 0.30 1.65 1.52
C 0.61 1.91 2.96
C 0.36 0.94 3.92
C 0.68 1.18 5.25
C 1.23 2.39 5.63
C 1.47 3.37 4.68
C 1.17 3.12 3.35
C 1.44 1.32 0.62
C 2.71 1.09 1.15
C 3.75 0.77 0.29
C 3.50 0.68 -1.07
C 2.20 0.92 -1.50
N 1.20 1.23 -0.69
H -4.99 2.24 2.08
H -3.77 2.29 3.31
H -0.08 0.00 3.62
H 0.48 0.41 5.99
H 1.47 2.58 6.67
H 1.90 4.32 4.97
H 1.36 3.88 2.60
H 2.88 1.16 2.21
H 4.74 0.58 0.68
H 4.27 0.42 -1.78
H 1.96 0.84 -2.56
N -1.24 3.50 -1.83
C 0.03 4.00 -1.88
C 0.25 4.31 -3.19
N -0.86 4.01 -3.95
C -1.72 3.53 -3.09
H -1.75 3.14 -1.02
H 0.65 4.07 -1.00
H 1.14 4.73 -3.63
H -2.73 3.20 -3.32
O -2.31 -8.19 -2.43
C -1.31 -7.62 -3.15
O -0.85 -8.23 -4.08
C -0.85 -6.28 -2.71
C 0.35 -5.79 -3.23
C 0.83 -4.55 -2.86
C 0.14 -3.73 -1.95
S 0.76 -2.18 -1.48
C -1.08 -4.24 -1.44
C -1.56 -5.47 -1.82
H -2.51 -7.64 -1.66
H 0.89 -6.40 -3.94
H 1.76 -4.19 -3.26
H -1.64 -3.63 -0.74
H -2.52 -5.78 -1.41
*
```

The value obtained for the HOMO energy is -4.4 eV. Its frontier orbital gap is 6.70 eV. The value obtained for the energy relative to the best compared isomer or geometry (same formula, charge and spin) is 0.006 eV.

Number 1: energy -72814.168 eV. Number 2: energy -144361.141 eV. Number 3: energy -95464.909 eV. Number 4: energy -226088.360 eV. Number 5: energy -90582.755 eV. Number 6: energy -72381.888 eV. Number 7: energy -92033.494 eV. Number 8: energy -54889.344 eV. Number 9: energy -75211.192 eV.